Entry 1:
113
Properties=species:S:1:pos:R:3:forces:R:3 method="wB97M-V/def2-TZVPD" multiplicity=1 e_tot_ha=-2833.3122 homo_lumo_gap_ha=0.3057 e_homo_ev=-8.642
C -0.29074 -0.85639 4.50476 2.138 -1.137 -1.432
C 0.05497 0.37259 3.64818 -0.264 -1.645 1.538
O -1.04119 0.84470 2.91056 -0.552 0.430 -0.732
H -0.55182 -1.64268 3.79484 -0.179 -0.306 0.031
H -1.05917 -0.86592 5.24424 -0.569 0.838 0.522
H 0.67008 -1.23508 4.96749 -1.073 0.580 -0.259
H 0.99028 0.24079 3.14013 0.068 -0.767 -1.223
H 0.37908 1.13360 4.25106 0.481 2.255 2.050
H -0.77073 0.98981 1.98461 -0.029 0.114 0.383
C -3.72039 0.36336 -4.25417 -1.404 0.027 -1.706
C -3.90378 1.48427 -3.21314 1.351 -1.419 -0.413
O -3.47765 0.76738 -2.07937 -2.143 0.565 2.337
H -2.99064 -0.43523 -4.02831 0.170 1.022 0.108
H -3.53064 0.75839 -5.25605 0.004 -0.226 -0.131
H -4.68244 -0.20881 -4.30717 0.573 0.521 -0.077
H -4.96204 1.75807 -3.15682 0.280 0.013 0.353
H -3.25902 2.38090 -3.26006 -0.536 -0.329 -0.571
H -2.54521 0.64997 -2.12090 1.449 0.233 0.087
C -0.88522 2.81248 -4.36569 1.149 -1.580 0.372
C -0.18512 2.09213 -3.15753 -0.214 -0.288 -2.380
O 0.31936 0.86434 -3.70045 -0.034 0.647 -1.126
H -1.76564 2.32074 -4.79029 0.012 -0.101 0.732
H -0.22575 2.84557 -5.23172 0.546 -0.034 0.196
H -1.08416 3.80022 -4.10139 -0.708 1.667 0.459
H -0.78182 1.85516 -2.33382 -1.873 -0.350 0.918
H 0.57635 2.65747 -2.64055 0.857 0.668 -0.640
H 0.74068 0.40938 -2.99635 0.277 -0.544 0.954
C 1.68041 -3.17385 -2.14359 7.495 -6.141 0.783
O 2.68822 -4.09163 -2.29477 -5.238 4.282 -0.368
N 0.99087 -3.19048 -1.03418 -0.612 -2.892 1.069
N 1.49484 -2.06396 -2.80385 -1.815 2.064 -2.195
H 0.91089 -4.10631 -0.64266 0.349 -0.054 0.555
H 0.42014 -2.49189 -0.65894 -1.001 1.300 0.059
H 1.98367 -1.84030 -3.62914 0.641 -0.535 -1.164
H 0.46415 -1.83456 -2.81653 0.467 0.127 -0.380
C 2.93884 1.02603 -1.89607 0.226 5.485 4.393
O 3.07604 2.14902 -1.11510 -0.279 -4.760 -3.605
N 3.75248 0.73291 -2.89658 1.468 -0.792 -4.971
N 2.11481 0.08137 -1.53649 -2.299 -0.114 0.946
H 4.44830 1.39346 -3.25616 -0.751 0.138 0.705
H 3.53207 0.03372 -3.70504 0.000 1.649 2.430
H 1.57848 0.26875 -0.68337 0.264 0.326 -0.605
H 1.84967 -0.83497 -2.01014 0.447 0.885 -0.241
C -1.47784 3.54410 -0.20147 -4.384 0.955 -6.734
O -2.05648 3.71182 -1.44212 2.725 -0.595 6.174
N -0.19122 3.44281 -0.05136 4.679 2.185 -1.621
N -2.15497 3.40391 0.89633 -4.695 0.043 0.819
H 0.23530 3.99447 -0.83980 0.084 -1.176 1.165
H 0.27161 3.57464 0.87305 -0.398 0.083 -0.551
H -3.18971 3.51416 0.71249 1.742 -0.308 0.819
H -1.78365 3.46745 1.83049 -0.045 0.101 -0.165
C -0.43301 -0.02825 0.26278 -5.655 0.299 -3.003
O -1.62838 0.26154 -0.35697 4.769 -1.078 2.859
N 0.41501 0.89745 0.50459 0.864 5.030 -0.060
N -0.09531 -1.21878 0.63121 -2.532 -3.340 0.442
H 0.10837 1.86592 0.12466 1.012 -1.637 0.478
H 1.21658 0.88309 1.16210 -0.324 -0.426 -0.338
H -0.96357 -1.81226 0.75493 1.189 0.295 -0.210
H 0.73665 -1.49363 1.13401 0.633 0.472 0.287
C -4.20785 -0.32010 1.95350 -11.430 -2.127 1.545
O -5.49809 -0.73239 2.24094 5.799 1.864 -1.411
N -3.90409 0.57900 1.14435 -2.210 6.710 -5.488
N -3.19336 -0.86797 2.47559 3.868 -3.207 6.897
H -4.72900 1.13833 0.65327 2.648 -1.873 1.387
H -2.93699 0.78448 0.85579 -0.575 -0.273 -0.319
H -3.52912 -1.46619 3.27852 0.661 0.414 -1.264
H -2.49728 -0.20708 2.85824 -0.007 -0.422 -0.604
C -2.08319 -2.24671 -2.26402 2.759 3.453 -0.459
O -1.02458 -1.52930 -2.49812 -3.988 -1.558 1.239
N -3.14263 -1.92939 -1.47973 0.233 0.116 -0.728
N -2.20612 -3.41131 -2.80293 -0.186 -3.411 -1.187
H -3.24213 -0.96954 -1.34578 -0.395 2.277 0.475
H -4.02117 -2.41593 -1.49953 -0.054 -0.313 -0.541
H -1.41508 -3.86052 -3.19842 0.606 -0.145 -0.518
H -2.95630 -4.01615 -2.53307 -0.318 -0.167 -0.132
C 3.66161 0.68058 2.37815 0.484 2.630 8.876
O 3.90714 0.68850 3.70524 -1.817 0.310 -5.344
N 4.31195 -0.10045 1.63777 3.178 -3.195 -3.641
N 2.77636 1.43275 1.72030 -1.411 1.270 1.777
H 5.14346 -0.58322 1.88990 0.471 -0.302 0.786
H 4.12911 -0.17741 0.65150 -0.006 0.337 -0.160
H 2.31283 2.16260 2.30718 0.593 -0.529 -0.838
H 2.99549 1.61969 0.76005 0.096 0.759 -0.795
C -1.65908 -3.77851 1.23154 0.518 1.467 5.456
O -1.18952 -3.89890 2.45913 -1.027 -0.116 -4.605
N -1.41643 -4.58757 0.20191 2.123 -2.847 -1.464
N -2.44937 -2.74436 0.92296 -1.451 2.231 -2.301
H -0.59059 -5.22810 0.20978 -1.448 0.762 0.536
H -1.69423 -4.33696 -0.73815 -0.001 0.141 0.539
H -2.68249 -1.85760 1.51360 0.736 -2.395 0.181
H -2.74923 -2.40473 -0.11088 1.180 -1.821 2.737
C 4.95807 -1.83920 -0.65336 8.259 -6.033 2.027
O 5.72030 -2.82545 -0.00104 -3.407 5.287 -2.834
N 3.73615 -1.71374 -0.51381 -7.581 -1.501 2.093
N 5.42054 -0.94957 -1.50680 4.253 1.679 -1.899
H 3.21709 -2.28368 0.16253 0.555 -0.094 -0.633
H 3.12924 -1.18303 -1.12551 1.026 -0.306 0.491
H 6.49047 -0.98693 -1.63052 -2.659 0.348 -0.011
H 4.76720 -0.23943 -1.98076 2.057 -1.607 0.960
C 0.18063 3.99148 3.48689 6.860 -1.105 -3.196
O 1.12808 3.36350 2.66063 -4.947 3.384 3.530
N 0.38358 5.14009 4.12313 0.641 1.845 0.094
N -0.96287 3.52486 3.76429 -4.505 -4.726 -0.073
H 1.24571 5.61522 3.91989 -0.021 0.273 0.114
H -0.43352 5.67956 4.48219 1.409 -0.682 -0.519
H -1.17204 2.51087 3.56033 0.417 0.923 -0.163
H -1.44308 3.83405 4.58020 -0.233 0.457 0.359
C 2.30093 -2.47019 2.89340 -0.610 -1.258 0.621
O 2.33164 -1.87567 1.68412 -2.236 -0.146 -3.592
H 2.53913 -1.68613 3.50204 1.154 1.303 2.934
H 2.98286 -3.27952 2.85696 0.541 -1.065 0.832
H 1.29628 -2.71901 3.10558 -1.012 -1.036 0.358
H 3.01271 -1.24661 1.72665 1.604 1.292 -0.249

---

Entry 2:
17
Properties=species:S:1:pos:R:3:forces:R:3 method="wB97M-V/def2-TZVPD" multiplicity=1 e_tot_ha=-852.4680 smiles="O=S(=O)(O)C1NCCN1" homo_lumo_gap_ha=0.3574 e_homo_ev=-9.225
O -2.68836 -1.46724 0.57218 0.575 0.652 -0.170
S -2.11485 -0.18169 0.22358 -0.723 -2.377 -0.292
O -1.96171 0.80988 1.21523 0.043 1.127 0.669
O -3.04951 0.38949 -0.94079 0.691 1.319 -0.115
C -0.53689 -0.42612 -0.70408 -0.064 -1.614 1.466
N 0.43991 -1.26253 0.24249 -1.428 1.898 -1.828
C 1.55035 -0.30496 0.30865 3.943 -1.446 0.895
C 1.02183 1.08078 0.07162 -3.218 -1.225 -0.323
N 0.10780 0.78350 -1.07733 -0.232 -1.123 -0.398
H -3.75352 -0.18615 -1.23006 -0.256 -0.706 0.164
H -0.93090 -0.94351 -1.57491 0.379 -0.582 -0.053
H 0.04068 -1.65629 1.12624 0.273 1.096 -1.196
H 2.38598 -0.62756 -0.43472 -1.659 0.721 0.592
H 2.19251 -0.37072 1.26170 -1.531 0.111 -0.879
H 0.29204 1.22875 0.88551 1.059 1.038 0.372
H 1.66860 1.85255 -0.22108 1.034 0.975 0.200
H -0.59133 1.39625 -1.53367 1.114 0.136 0.896

---

Entry 3:
25
Properties=species:S:1:pos:R:3:forces:R:3 method="wB97M-V/def2-TZVPD" multiplicity=1 e_tot_ha=-589.3330 homo_lumo_gap_ha=0.3047 e_homo_ev=-13.181 total_charge=+1
C 2.54979 -1.29033 0.21836 -0.143 -0.045 -0.538
C 1.56975 -2.28082 0.36234 0.771 -0.843 -0.211
C 2.09003 0.02568 0.20530 2.129 -0.201 -0.746
C 0.25997 -1.91418 0.55590 0.191 -3.503 0.351
C 0.80367 0.36578 0.40619 -1.662 -1.824 1.845
C -0.14302 -0.65445 0.67777 -1.909 3.391 -0.670
C 0.39282 1.73987 0.50025 -0.830 0.794 0.482
C -1.57273 -0.19251 0.74491 2.879 -1.075 1.327
C 0.52276 2.31069 -0.85255 0.213 3.866 -2.282
N -1.00207 2.00506 0.83826 1.362 1.834 0.884
N -1.85117 1.16976 1.01238 -2.220 -1.154 -0.628
N -2.58843 -0.96705 0.86421 -2.814 0.252 -0.125
O -1.58640 -0.02193 -1.48941 -0.010 -0.884 -1.588
H 3.62993 -1.39678 0.00451 -0.879 -0.602 0.300
H 1.62520 -3.38806 0.29897 1.142 1.014 0.011
H 2.80511 0.79340 -0.08639 -0.078 0.006 0.406
H -0.33782 -2.81768 0.65309 -0.764 0.549 0.070
H 0.94377 2.23470 1.32024 -0.135 0.273 -0.541
H 0.20447 1.61252 -1.57907 -0.730 -0.828 -0.628
H 1.55183 2.50274 -1.16964 0.019 0.187 0.486
H -0.07896 3.29832 -1.07381 1.183 -1.839 0.851
H -2.59530 -1.96656 0.78933 0.648 -0.331 -0.084
H -2.29472 0.27098 -2.07372 -0.200 0.447 0.019
H -3.56977 -0.57516 0.80154 1.727 -0.130 0.476
H -1.32871 -0.86401 -1.92894 0.108 0.647 0.534

---

Entry 4:
9
Properties=species:S:1:pos:R:3:forces:R:3 method="wB97M-V/def2-TZVPD" multiplicity=1 e_tot_ha=-3238.1102 homo_lumo_gap_ha=0.2657 e_homo_ev=-4.077 total_charge=-1
O 2.46309 1.27272 1.47746 -0.917 -0.497 -1.405
S 1.73759 0.70654 0.27980 0.417 1.746 1.618
Br 3.03668 -0.90340 -0.52240 0.739 -0.835 -0.638
C 0.63470 -0.47131 0.95862 -5.256 0.137 -2.040
C -0.74401 -0.40932 0.31232 3.732 1.316 -0.422
C -1.67121 0.18393 -0.81034 4.018 3.672 0.569
O -1.56938 1.27059 -1.44136 -0.618 -3.258 1.477
H -1.39434 -1.15407 0.61577 -0.845 -1.886 1.509
H -2.49312 -0.49568 -0.86987 -1.272 -0.394 -0.668

---

Entry 5:
31
Properties=species:S:1:pos:R:3:forces:R:3 method="wB97M-V/def2-TZVPD" multiplicity=1 e_tot_ha=-804.7348 smiles="COc1ccc(/C=C/C(=O)CCC(=O)O)cc1" homo_lumo_gap_ha=0.3031 e_homo_ev=-8.382
C -6.35031 -1.69214 0.06851 -0.075 -0.255 0.011
O -5.88606 -0.36400 0.01185 0.160 0.308 -0.013
C -4.55049 -0.13600 0.00586 0.201 0.238 -0.010
C -3.56791 -1.12342 0.05217 -0.331 -0.173 0.008
C -2.23298 -0.77379 0.04090 0.124 0.345 -0.016
C -1.82839 0.56168 -0.01705 -0.591 -0.240 0.009
C -0.44453 0.96945 -0.03147 0.797 -0.164 0.018
C 0.64779 0.18789 0.01988 -0.740 0.334 -0.030
C 1.98837 0.77638 -0.00495 0.251 -0.173 0.021
O 2.19713 1.96791 -0.08747 0.096 0.015 0.006
C 3.11344 -0.24397 0.07239 0.312 0.452 -0.050
C 4.48425 0.43332 0.12594 -0.138 -0.120 -0.044
C 5.57974 -0.59625 0.08393 0.136 0.114 0.341
O 6.30670 -0.89080 0.99354 0.075 -0.017 0.150
O 5.65801 -1.19447 -1.11526 -0.134 -0.151 -0.671
C -2.82820 1.54339 -0.06370 0.180 -0.237 0.011
C -4.15944 1.20580 -0.05222 -0.295 -0.212 0.009
H -6.01959 -2.27034 -0.79998 -0.002 0.023 0.042
H -6.02469 -2.19247 0.98589 -0.001 0.019 -0.044
H -7.43688 -1.62424 0.06246 0.083 -0.054 0.003
H -3.83534 -2.16759 0.09716 -0.050 -0.073 0.003
H -1.49283 -1.55797 0.07707 0.071 -0.091 0.004
H -0.26887 2.03781 -0.08913 0.080 0.075 -0.005
H 0.58805 -0.88804 0.08212 -0.064 -0.146 0.010
H 2.96131 -0.86887 0.95580 -0.072 -0.076 -0.039
H 3.04864 -0.88668 -0.80960 -0.088 -0.072 0.052
H 4.57614 1.01927 1.03994 0.094 -0.054 -0.112
H 4.58024 1.09761 -0.73420 0.024 0.020 0.070
H 6.36627 -1.85709 -1.11556 -0.057 0.157 0.277
H -2.54252 2.58395 -0.10898 0.036 0.112 -0.005
H -4.92953 1.96003 -0.08763 -0.083 0.094 -0.005

---

Entry 6:
107
Properties=species:S:1:pos:R:3:forces:R:3 method="wB97M-V/def2-TZVPD" multiplicity=1 e_tot_ha=-5998.3478 homo_lumo_gap_ha=0.2557 e_homo_ev=-10.491 total_charge=+1
Tl -0.55496 0.34638 0.05986 0.380 -0.173 0.226
C -1.55442 -1.06229 2.85408 -0.387 0.091 -0.064
C -2.31251 -0.70789 1.77563 -0.363 -0.668 0.609
C -1.74346 -1.53358 0.60197 0.344 0.862 -0.565
C -0.70356 -2.37203 1.22065 -0.109 -0.038 -0.099
C -0.62113 -2.11430 2.54492 0.216 -0.043 0.047
C 0.24745 -2.80998 3.56709 -0.056 -0.055 -0.058
C 1.00434 -3.96420 2.91967 0.011 -0.038 0.012
C 1.24620 -1.80932 4.15514 -0.028 0.066 -0.016
C -0.64390 -3.35150 4.69194 -0.012 -0.033 -0.001
C -2.39923 -2.04657 -0.69215 -0.298 -0.505 0.314
C -3.28268 -3.25262 -0.29316 -0.012 0.090 0.029
C -3.23477 -1.03307 -1.46738 0.090 0.096 -0.094
C -1.33434 -2.59565 -1.64746 0.074 0.033 0.000
C -3.59744 0.12147 1.93138 0.171 0.110 -0.078
C -4.83808 -0.75497 1.70404 -0.001 0.011 0.045
C -3.69707 0.63014 3.37644 0.031 0.063 -0.027
C -3.62681 1.36493 1.03727 0.024 0.010 -0.013
H -1.67947 -0.64858 3.84075 0.039 0.017 0.029
H -0.16062 -3.13618 0.69225 0.088 0.065 -0.053
H 1.66037 -3.60551 2.12731 0.056 0.008 -0.051
H 0.31653 -4.69754 2.49452 -0.004 -0.010 -0.005
H 1.61979 -4.47474 3.66207 0.004 0.008 0.007
H 1.81250 -1.32057 3.35797 0.029 -0.003 -0.003
H 1.95114 -2.31528 4.81715 -0.019 -0.025 0.007
H 0.72430 -1.05087 4.74189 0.033 0.078 -0.025
H -1.36536 -4.07202 4.30414 -0.014 0.000 -0.007
H -1.19398 -2.55266 5.19061 -0.014 0.010 0.001
H -0.03377 -3.85504 5.44366 0.018 0.003 -0.001
H -4.05796 -2.97591 0.41638 -0.020 0.001 0.030
H -2.67405 -4.03799 0.15565 0.000 -0.009 0.020
H -3.76772 -3.66407 -1.17923 0.013 0.013 -0.023
H -4.09449 -0.66772 -0.92022 -0.029 0.014 0.038
H -3.60254 -1.50717 -2.37801 -0.016 -0.004 -0.005
H -2.64963 -0.15943 -1.78123 0.023 -0.030 0.024
H -0.77746 -3.42447 -1.21385 -0.001 -0.012 -0.023
H -0.62813 -1.82137 -1.95259 0.039 0.034 -0.013
H -1.82044 -2.96424 -2.55072 -0.020 -0.002 -0.010
H -4.80604 -1.64063 2.34101 0.006 -0.012 0.007
H -4.96042 -1.07756 0.67671 -0.009 -0.030 -0.049
H -5.72991 -0.18475 1.96858 0.006 0.018 0.012
H -3.77575 -0.18812 4.09207 -0.018 -0.005 0.016
H -4.59428 1.24212 3.46937 -0.009 0.006 -0.004
H -2.84354 1.25632 3.64253 0.019 -0.002 0.012
H -3.49848 1.15369 -0.02263 0.010 -0.020 -0.029
H -2.85341 2.07352 1.34280 -0.010 -0.019 -0.016
H -4.58052 1.88388 1.14718 -0.017 -0.012 -0.005
F 3.95072 -0.36793 -6.32168 -0.048 0.007 0.168
C 3.54759 -0.28821 -5.06189 0.045 -0.002 -0.112
C 4.44394 -0.49690 -4.02837 0.070 -0.027 -0.006
F 5.71314 -0.77763 -4.29254 -0.125 0.028 0.020
C 4.00154 -0.40411 -2.71982 0.019 -0.043 0.013
F 4.90594 -0.59416 -1.75761 -0.067 0.036 -0.066
C 2.67768 -0.11953 -2.39666 0.088 0.049 0.009
P 2.21960 -0.03988 -0.61873 -0.065 -0.200 -0.037
C 3.16526 1.42474 -0.11323 0.063 0.014 -0.051
C 4.05116 1.55706 0.95096 -0.076 0.060 0.018
C 4.62277 2.79166 1.22741 -0.005 -0.012 0.001
C 4.31772 3.89972 0.45286 0.001 0.008 -0.004
C 3.43361 3.77723 -0.60957 -0.013 -0.029 0.023
C 2.86035 2.54909 -0.88553 0.046 0.006 -0.028
C 2.87542 -1.65599 -0.07373 0.045 0.033 0.033
C 2.33841 -2.73804 -0.77557 0.038 -0.003 -0.033
C 2.79555 -4.02616 -0.55485 -0.011 0.012 0.013
C 3.78679 -4.25682 0.38940 -0.035 -0.001 0.022
C 4.29707 -3.19555 1.11822 -0.025 0.010 0.006
C 3.84528 -1.90179 0.89244 -0.009 0.007 -0.022
C 1.80076 0.11133 -3.45659 -0.008 -0.008 -0.030
Br 0.01790 0.66715 -3.19525 -0.001 0.001 0.003
C 2.22926 0.02304 -4.77024 -0.016 -0.005 -0.042
F 1.39427 0.24921 -5.78058 0.035 -0.011 0.044
H 4.30796 0.72300 1.58090 -0.024 -0.026 0.043
H 5.31425 2.88120 2.05421 0.016 0.002 0.015
H 4.76829 4.85708 0.67717 0.010 0.016 -0.002
H 3.17890 4.63190 -1.22086 -0.016 0.047 -0.017
H 2.16423 2.47093 -1.71247 -0.022 0.011 -0.016
H 1.58133 -2.57047 -1.53302 -0.030 0.006 -0.018
H 2.38497 -4.84720 -1.12726 -0.011 -0.012 -0.005
H 4.15217 -5.25988 0.56056 0.012 -0.018 -0.002
H 5.06424 -3.36617 1.86101 0.014 -0.004 0.014
H 4.29120 -1.10196 1.45737 0.007 0.030 0.018
N 2.35182 7.41917 -3.27610 0.093 0.012 -0.017
C 1.52339 6.51777 -2.66394 -0.054 -0.027 0.006
C 1.04838 6.75241 -1.36603 0.001 -0.021 0.012
C 0.24696 5.82705 -0.73271 -0.018 0.020 -0.038
C -0.09937 4.64879 -1.38778 0.077 -0.056 0.046
C 0.35292 4.40584 -2.67960 -0.012 0.038 0.024
C 1.16084 5.32773 -3.31167 -0.002 -0.003 0.004
S -1.10224 3.48265 -0.56138 0.179 -0.061 0.006
O -1.69358 2.58848 -1.53721 -0.061 0.041 -0.023
O -1.93122 4.17946 0.37138 -0.066 0.001 0.036
N -0.09666 2.43910 0.23934 -0.322 0.196 -0.262
C 0.49218 2.70768 1.44782 0.056 0.077 -0.081
N 0.80204 1.60124 2.13866 -0.018 -0.129 0.018
C 1.44018 1.78992 3.28952 0.005 -0.006 0.069
C 1.74494 3.04972 3.76692 0.025 -0.054 0.039
C 1.35468 4.11698 2.97640 -0.009 0.022 0.003
N 0.73838 3.96014 1.81315 0.011 0.084 -0.025
H 2.41859 8.34698 -2.89661 -0.019 0.004 -0.014
H 2.49893 7.34460 -4.26731 -0.022 0.014 0.010
H 1.30846 7.67414 -0.86111 0.007 0.015 0.004
H -0.12213 6.00854 0.26504 -0.012 -0.001 0.031
H 0.04781 3.50868 -3.19669 -0.015 -0.045 -0.021
H 1.50038 5.14431 -4.32333 0.007 0.001 -0.016
H 1.70810 0.90207 3.84442 -0.002 -0.078 0.039
H 2.25604 3.19211 4.70609 0.002 -0.006 0.024
H 1.54653 5.13915 3.28194 0.008 0.021 0.001

---

LUMO values, unit eV, following the record order: -0.32, 0.50, -4.89, 3.15, -0.13, -3.53.